[1]
The following is a DFT calculation (ωB97M-V with the def2-TZVPD basis set) of C40H110Cu2N10O14S as an isolated structure.

Output
HOMO energy, eV: -7.61
Gap between HOMO and LUMO, eV: 8.01
Electronic energy, a.u.: -6869.94051
LUMO level, eV: 0.40

Each line ends with the Löwdin charge.
Atoms and positions in Å:
1 Cu -0.63693 -3.40594 -1.04425  0.37
2 Cu 0.80385 2.84056 0.77309  0.29
3 S 0.33639 -0.08561 -0.38928  0.33
4 O 1.04607 0.44857 0.79296  -0.39
5 O 0.55734 -1.59022 -0.46394  -0.41
6 O -1.15923 0.11671 -0.22753  -0.40
7 O 0.78134 0.58011 -1.65558  -0.39
8 C 0.71063 -6.66847 -3.03919  -0.04
9 C 1.42737 -5.63685 -2.17336  -0.45
10 C 1.75929 -4.32526 -2.86356  -0.17
11 O 0.46379 -3.88953 -3.41055  -0.23
12 C 0.47608 -2.48909 -3.76503  -0.07
13 N 0.70146 -5.20571 -1.02836  0.03
14 H 0.65367 -7.66629 -2.51932  0.09
15 H 1.22284 -6.63061 -4.00047  0.08
16 H -0.30738 -6.27968 -3.19979  0.08
17 H 2.49090 -5.96792 -1.88899  0.16
18 H 2.51076 -4.42259 -3.71466  0.14
19 H 2.15319 -3.61021 -2.13220  0.10
20 H 1.56606 -2.11321 -3.85891  0.11
21 H -0.05969 -2.00643 -3.06748  0.00
22 H 0.11413 -2.51877 -4.81647  0.09
23 H 0.12235 -5.95172 -0.63592  0.10
24 H 1.26656 -4.89395 -0.23825  0.04
25 C -0.10116 2.41518 -5.03443  -0.05
26 C -1.53867 2.16051 -4.52737  -0.39
27 C -2.06425 0.73498 -4.65009  -0.22
28 O -2.57794 0.50724 -5.96689  -0.17
29 C -2.81357 -0.89971 -6.09819  -0.10
30 N -1.57880 2.54902 -3.08118  0.04
31 H 0.16102 3.41249 -4.74496  0.05
32 H -0.11586 2.36315 -6.14887  0.09
33 H 0.70917 1.71304 -4.59492  0.11
34 H -2.27144 2.74825 -5.01121  0.12
35 H -2.79362 0.41139 -3.87900  0.12
36 H -1.23433 0.09100 -4.47842  0.10
37 H -3.36769 -1.06982 -7.00503  0.08
38 H -3.39710 -1.21010 -5.22735  0.07
39 H -1.88142 -1.49715 -6.06787  0.08
40 H -0.85639 2.03714 -2.56545  0.04
41 H -2.52966 2.33386 -2.69674  0.09
42 C 6.06155 -0.78130 -1.29305  -0.04
43 C 4.69295 -0.63508 -2.06240  -0.41
44 C 5.07384 -1.27127 -3.37974  -0.24
45 O 4.02916 -1.19366 -4.36420  -0.20
46 C 4.44227 -1.87248 -5.56975  -0.11
47 N 3.58303 -1.33808 -1.45785  0.10
48 H 6.20354 -1.82357 -0.85303  0.09
49 H 5.95965 -0.12340 -0.48689  0.04
50 H 6.86693 -0.47659 -1.92146  0.06
51 H 4.60484 0.42903 -2.26862  0.13
52 H 5.33872 -2.33178 -3.23776  0.13
53 H 5.99662 -0.75880 -3.75827  0.13
54 H 5.46142 -1.63869 -5.90891  0.08
55 H 3.76549 -1.56557 -6.45876  0.11
56 H 4.32065 -2.90487 -5.46831  0.05
57 H 3.48153 -1.02617 -0.51689  0.06
58 H 2.69194 -1.06577 -1.85654  0.05
59 C -0.88979 5.82902 -0.00265  -0.03
60 C -1.70759 4.53576 0.22505  -0.39
61 C -2.92220 4.42093 -0.66309  -0.20
62 O -3.83061 5.36156 -0.11329  -0.19
63 C -4.94098 5.62343 -0.89905  -0.14
64 N -0.88487 3.35789 -0.05840  0.02
65 H -1.48187 6.68976 0.15324  0.06
66 H -0.43894 5.80971 -1.03468  0.10
67 H -0.09335 5.93287 0.74961  0.06
68 H -2.08728 4.52669 1.20838  0.11
69 H -3.35908 3.47286 -0.52245  0.11
70 H -2.62001 4.60658 -1.67226  0.11
71 H -5.67660 6.17365 -0.25679  0.10
72 H -5.45890 4.73516 -1.36143  0.10
73 H -4.60550 6.25131 -1.74168  0.09
74 H -1.46210 2.51025 0.10456  0.07
75 H -0.62994 3.36037 -1.06164  0.07
76 C 3.24518 -4.01005 2.86271  -0.06
77 C 3.62343 -3.65055 1.44783  -0.40
78 C 4.54228 -4.67980 0.65013  -0.21
79 O 5.80998 -4.70257 1.22809  -0.19
80 C 6.80833 -4.87303 0.19837  -0.10
81 N 2.38025 -3.65558 0.66582  0.02
82 H 4.19297 -4.14850 3.52541  0.12
83 H 2.63493 -4.84701 2.76333  0.05
84 H 2.63265 -3.21494 3.38057  0.08
85 H 4.06237 -2.67636 1.37572  0.12
86 H 4.58580 -4.31217 -0.42509  0.12
87 H 4.11949 -5.68856 0.70147  0.12
88 H 7.06756 -3.93139 -0.28529  0.07
89 H 6.49991 -5.57338 -0.62009  0.09
90 H 7.71007 -5.33434 0.60187  0.08
91 H 1.58299 -3.41243 1.26313  0.05
92 H 2.43949 -2.82965 0.03494  0.05
93 C -4.15942 2.94125 3.62262  -0.03
94 C -3.70313 1.51906 3.15213  -0.38
95 C -4.92871 0.78434 2.57311  -0.23
96 O -5.94675 0.79247 3.53193  -0.18
97 C -6.75545 -0.31415 3.43309  -0.16
98 N -2.78752 1.61008 1.99408  0.07
99 H -3.31759 3.69558 3.47483  0.08
100 H -4.49256 2.90257 4.63539  0.06
101 H -4.96349 3.34878 3.01474  0.07
102 H -3.31577 0.97393 4.00860  0.11
103 H -4.61069 -0.21044 2.23115  0.10
104 H -5.32750 1.31383 1.66193  0.15
105 H -7.21872 -0.34113 2.44060  0.08
106 H -7.61968 -0.14154 4.15667  0.11
107 H -6.32134 -1.34907 3.51672  0.09
108 H -2.79348 0.64166 1.54624  0.07
109 H -1.87594 1.68515 2.37569  0.02
110 C -4.33716 -1.04786 -0.81818  -0.02
111 C -3.18820 -2.12231 -0.58593  -0.39
112 C -3.75619 -3.50681 -0.35590  -0.24
113 O -2.85059 -4.43309 0.13696  -0.20
114 C -3.48612 -5.64452 0.38934  -0.10
115 N -2.17628 -2.11532 -1.65928  0.03
116 H -3.77013 -0.08882 -0.95308  0.07
117 H -4.95780 -0.99266 0.09283  0.06
118 H -4.82753 -1.34896 -1.78306  0.09
119 H -2.54093 -1.87545 0.29689  0.13
120 H -4.27486 -3.81767 -1.30579  0.15
121 H -4.54487 -3.47136 0.34139  0.10
122 H -4.23710 -5.47299 1.19076  0.11
123 H -2.71984 -6.29151 0.73327  0.08
124 H -3.94133 -6.07834 -0.50920  0.10
125 H -1.70454 -1.19909 -1.59645  0.05
126 H -2.52026 -2.33394 -2.61548  0.11
127 C -0.34698 4.00790 3.64394  -0.04
128 C 1.09044 3.58059 3.80457  -0.37
129 C 1.35339 2.81427 5.09811  -0.18
130 O 1.26804 3.79992 6.17397  -0.20
131 C 1.40397 3.23238 7.48604  -0.11
132 N 1.48149 2.66373 2.66283  0.00
133 H -0.92754 3.16391 3.29090  0.06
134 H -0.34425 4.84228 2.94294  0.07
135 H -0.69216 4.50413 4.56059  0.10
136 H 1.88449 4.38481 3.70089  0.16
137 H 2.26892 2.37887 5.15674  0.09
138 H 0.55920 2.03074 5.24188  0.14
139 H 2.45146 3.05546 7.71632  0.08
140 H 0.83463 2.30985 7.61309  0.08
141 H 0.96859 3.89482 8.27381  0.09
142 H 2.52533 2.58757 2.60818  0.11
143 H 1.10002 1.70575 2.87148  0.07
144 C 2.63847 3.77446 -2.75226  -0.06
145 C 3.30622 3.62834 -1.40996  -0.43
146 C 3.14476 4.91049 -0.58382  -0.23
147 O 3.75277 5.97268 -1.26738  -0.19
148 C 2.90024 7.04310 -1.73683  -0.07
149 N 2.70373 2.52222 -0.62692  0.05
150 H 3.07392 2.95213 -3.36020  0.09
151 H 2.91578 4.69769 -3.24595  0.07
152 H 1.53451 3.66045 -2.65763  0.08
153 H 4.42874 3.51450 -1.68003  0.16
154 H 3.58883 4.77861 0.47137  0.14
155 H 2.05780 5.04043 -0.47832  0.09
156 H 2.38333 6.83704 -2.69045  0.08
157 H 3.51061 7.92430 -1.84851  0.08
158 H 2.12065 7.23571 -1.01878  0.07
159 H 2.29830 1.73685 -1.16170  0.04
160 H 3.45372 2.19947 -0.03536  0.08
161 C -0.62919 -2.75293 2.84946  -0.02
162 C -1.28862 -1.43051 3.32964  -0.36
163 C -1.95065 -1.52630 4.71039  -0.23
164 O -2.97137 -2.43831 4.67393  -0.15
165 C -4.05089 -2.17997 5.48563  -0.12
166 N -0.34359 -0.27893 3.49442  0.06
167 H 0.08953 -3.10214 3.55522  0.07
168 H -0.18018 -2.40954 1.90967  0.05
169 H -1.37441 -3.47360 2.49803  0.08
170 H -1.97855 -1.09392 2.55595  0.11
171 H -2.37080 -0.58399 5.02863  0.10
172 H -1.20403 -1.76491 5.43575  0.12
173 H -4.71822 -2.99015 5.36214  0.08
174 H -4.59780 -1.24793 5.24214  0.08
175 H -3.82593 -2.03770 6.53449  0.09
176 H 0.25397 -0.31209 2.69431  0.02
177 H 0.24945 -0.48206 4.29311  0.07

=====

[2]
The following is a DFT calculation (ωB97M-V with the def2-TZVPD basis set) of C40H16B4NiO40 as an isolated structure.

Output
HOMO energy (alpha / beta), eV: -6.41 / -6.41
Gap between HOMO and LUMO (alpha / beta), eV: 7.41 / 7.41
Total charge: -2
Electronic energy, a.u.: -6152.18844
Multiplicity: 3
LUMO level (alpha / beta), eV: 1.00 / 1.00

Each line ends with the Löwdin charge.
Atoms and positions in Å:
1 Ni -0.08004 -1.12022 0.92072  0.76
2 O -4.49505 -3.70617 -3.73669  0.18
3 C -3.79083 -2.75290 -3.79385  -0.35
4 O -3.62546 -1.84210 -2.79236  0.22
5 B -2.67474 -0.79910 -3.16054  -0.78
6 O -2.39266 -1.04041 -4.55321  0.23
7 C -3.03528 -2.12635 -4.98375  -0.38
8 O -2.97548 -2.50607 -6.10346  0.17
9 O -1.34133 -0.87500 -2.28564  0.24
10 C -1.40817 0.11146 -1.48284  -0.40
11 O -0.82265 0.18102 -0.43148  0.05
12 C -2.36575 1.19080 -2.02018  -0.38
13 O -3.15328 0.60110 -2.91418  0.24
14 O -2.32965 2.34951 -1.78854  0.17
15 O -5.69087 -6.54207 3.09289  0.18
16 C -5.34092 -5.41782 3.25863  -0.38
17 O -4.08862 -4.97963 3.05302  0.25
18 B -4.08497 -3.55584 3.27955  -0.80
19 O -5.50146 -3.19296 3.69320  0.24
20 C -6.22592 -4.22473 3.47113  -0.43
21 O -7.44349 -4.27218 3.58152  0.12
22 O -3.77060 -2.80417 2.05223  0.30
23 C -2.68387 -2.15369 2.22290  -0.30
24 O -2.08013 -1.52864 1.35619  0.09
25 C -2.32517 -2.16616 3.79632  -0.36
26 O -3.20320 -2.96481 4.37704  0.23
27 O -1.52552 -1.50808 4.39285  0.13
28 O 0.33863 -2.57914 -0.56252  0.10
29 C 0.61244 -3.78343 -0.45468  -0.26
30 O 1.39398 -4.43896 -1.29526  0.28
31 B 1.61921 -5.80117 -0.80937  -0.93
32 O 0.66243 -6.00739 0.27001  0.27
33 C 0.09304 -4.84932 0.52514  -0.37
34 O -0.67395 -4.61330 1.40552  0.16
35 O 2.96851 -5.99783 -0.43120  0.26
36 C 3.40518 -7.16205 -0.91554  -0.35
37 O 4.50840 -7.62286 -0.82769  0.14
38 C 2.32990 -7.75727 -1.91731  -0.36
39 O 1.28295 -6.92350 -1.75012  0.19
40 O 2.34852 -8.59865 -2.76683  0.14
41 O 5.09128 3.61616 -3.44270  0.16
42 C 4.96805 2.54802 -2.94353  -0.36
43 O 4.30832 2.19796 -1.80321  0.19
44 B 4.55279 0.74077 -1.56088  -0.79
45 O 5.38708 0.20298 -2.62466  0.25
46 C 5.71881 1.22414 -3.38774  -0.39
47 O 6.57185 1.14336 -4.21637  0.16
48 O 3.16597 0.08551 -1.51165  0.23
49 C 2.84715 -0.07408 -0.26910  -0.33
50 O 1.78566 -0.22593 0.29886  0.09
51 C 4.17027 0.09073 0.61662  -0.37
52 O 5.08167 0.64046 -0.14884  0.22
53 O 4.32059 -0.13745 1.79782  0.12
54 C -0.61809 8.40222 -1.77665  0.03
55 C -1.17895 7.72246 -0.78888  0.00
56 C -1.63322 6.36926 -1.02719  -0.39
57 O -2.36520 5.67700 -0.35959  0.11
58 C -1.38474 5.85620 -2.42284  0.02
59 C -0.75939 6.51339 -3.43978  0.01
60 C -0.24223 7.92187 -3.20834  -0.37
61 O 0.28119 8.69880 -3.94693  0.10
62 H -0.24790 9.42130 -1.76112  0.11
63 H -1.27981 8.23434 0.17948  0.13
64 H -1.70213 4.84687 -2.60533  0.11
65 H -0.63075 6.08713 -4.45211  0.12
66 C 1.01561 -3.88170 5.52719  0.04
67 C 0.45491 -3.63915 4.31046  0.05
68 C 0.94873 -2.42643 3.52817  -0.32
69 O 0.59153 -2.21856 2.40974  0.05
70 C 1.79159 -1.45079 4.27860  0.04
71 C 2.29889 -1.65178 5.47111  0.03
72 C 1.94752 -2.89761 6.20841  -0.34
73 O 2.25123 -3.08237 7.39042  0.08
74 H 0.81898 -4.76689 6.11834  0.12
75 H -0.09958 -4.53414 3.84074  0.15
76 H 1.92151 -0.50312 3.68843  0.14
77 H 2.83113 -0.92543 6.00412  0.11
78 C -1.44664 1.67467 3.88331  0.06
79 C -1.77197 2.94036 4.22606  0.03
80 C -1.56386 4.05735 3.25300  -0.35
81 O -1.65424 5.20705 3.62901  0.10
82 C -1.25840 3.70160 1.79519  0.05
83 C -0.93093 2.46400 1.40277  0.07
84 C -0.83986 1.41892 2.51515  -0.28
85 O -0.21649 0.39398 2.38492  0.05
86 H -1.53186 0.88402 4.59471  0.10
87 H -2.30159 3.23719 5.10041  0.11
88 H -1.07759 4.54397 1.14865  0.09
89 H -0.59490 2.20473 0.36466  0.11
90 C 1.93116 4.34598 -3.75375  0.03
91 C 2.27057 3.42075 -4.64486  0.03
92 C 2.14572 1.97524 -4.29563  -0.39
93 O 2.74919 1.10489 -4.83469  0.16
94 C 1.28310 1.58405 -3.18174  0.03
95 C 0.93124 2.46706 -2.29765  0.02
96 C 1.36707 3.85925 -2.43861  -0.34
97 O 1.07535 4.68998 -1.59832  0.08
98 H 2.06680 5.37812 -3.94392  0.11
99 H 2.81891 3.59526 -5.54883  0.12
100 H 0.83441 0.59367 -3.21773  0.14
101 H 0.30037 2.21250 -1.48478  0.08